1.
Below is C7H17N2O2P in the gas phase, with properties calculated with ωB97M-V/def2-TZVPD.

Geometry as XYZ:
```
29
Properties=species:S:1:pos:R:3:nbo_charge:R:1
C 2.430 -0.215 0.819 -0.412
C 1.400 -0.791 1.755 -0.417
C 1.917 -0.341 -0.608 -0.399
C 0.030 -0.226 1.713 -0.223
C 0.380 0.182 -0.722 0.117
C -0.013 -0.233 -2.126 -0.620
C 0.417 1.730 -0.787 -0.657
N -0.551 -0.278 0.344 -0.626
N -3.091 -0.938 -0.509 -1.182
O -2.853 0.097 1.877 -1.101
O -2.898 1.640 -0.294 -1.074
P -2.661 0.404 0.445 2.369
H 2.648 0.800 1.084 0.206
H 3.378 -0.672 0.989 0.215
H 1.337 -1.814 1.530 0.193
H 1.842 -0.624 2.763 0.226
H 2.429 0.291 -1.362 0.220
H 1.843 -1.333 -1.009 0.199
H -0.566 -0.830 2.410 0.238
H -0.082 0.801 2.008 0.211
H 0.640 0.025 -2.925 0.228
H -1.004 0.290 -2.287 0.228
H -0.238 -1.327 -2.169 0.205
H -0.298 2.175 -0.028 0.238
H 0.076 2.207 -1.779 0.233
H 1.491 2.266 -0.689 0.214
H -3.521 -1.393 0.359 0.393
H -3.876 -0.651 -1.039 0.391
H -0.606 -1.244 0.238 0.387
```

The total energy comes out at -23899.991 eV. Its spin multiplicity is 1. As for the HOMO energy: -10.2763 eV. As for the SMILES: CC1(C)CCCC[N@H+]1[P@@](N)(=O)[O-]. The calculation puts the relative energy (zero: lowest compared OMol25 entry of this formula, charge and spin) at 0.0 kcal per mole.

---

2.
Below is 2 unconnected molecules or ions with the total composition C7H17N5O, with properties calculated with ωB97M-V/def2-TZVPD.

Geometry as XYZ:
```
30
Properties=species:S:1:pos:R:3:nbo_charge:R:1
C -1.390 -0.620 -0.018 -0.467
C -0.066 -0.573 -0.050 0.403
C -2.416 0.385 -0.514 -0.280
C 2.124 -1.171 -0.105 -0.093
C 0.446 -2.732 0.956 -0.431
C -4.138 1.831 0.288 -0.456
C 3.756 1.725 -0.180 -0.069
N -2.702 0.955 1.827 -0.112
N 0.818 -1.413 0.505 -0.384
N -2.985 1.038 0.657 0.080
N 0.659 0.414 -0.663 -0.390
N 1.981 0.195 -0.571 0.067
O 2.632 1.270 0.340 -0.361
H -1.775 -1.582 0.158 0.257
H -2.204 1.184 -1.133 0.237
H -3.339 -0.174 -0.849 0.279
H 2.925 -1.429 0.700 0.287
H 2.256 -1.823 -0.968 0.242
H -0.192 -3.311 0.201 0.217
H 1.197 -3.354 1.121 0.236
H -0.165 -2.746 1.868 0.240
H -4.353 2.642 1.019 0.286
H -3.875 2.110 -0.723 0.229
H -5.051 1.107 0.383 0.280
H 4.728 1.059 -0.007 0.228
H 3.932 2.718 0.002 0.248
H 3.666 1.491 -1.357 0.052
H -1.895 0.342 1.987 0.367
H 0.325 1.374 -0.815 0.439
H 2.889 0.973 -1.916 0.373
```

The total energy comes out at -17007.317 eV. Its charge is +2. Its spin multiplicity is 1. As for the HOMO energy (alpha / beta): -15.9221 / -15.9219 eV. The calculation puts the relative energy (zero: lowest compared OMol25 entry of this formula, charge and spin) at 156.2 kcal per mole.

---

3.
Below is 2 unconnected molecules or ions with the total composition C7H17NO, with properties calculated with ωB97M-V/def2-TZVPD.

Geometry as XYZ:
```
26
Properties=species:S:1:pos:R:3:nbo_charge:R:1
C 0.416 1.107 -1.364 0.116
C -1.093 0.446 -0.996 -0.089
C 0.407 2.541 -0.856 -0.649
C -1.303 -1.025 -1.380 -0.632
N -1.645 0.861 0.287 -0.859
O 1.530 0.412 -0.937 -0.731
H 1.538 0.392 0.074 0.483
H 0.434 1.070 -2.460 0.169
H -1.649 1.030 -1.738 0.193
H -1.602 0.119 0.975 0.359
H -2.614 1.141 0.199 0.367
H 0.200 2.548 0.213 0.221
H 1.371 3.009 -1.050 0.214
H -0.365 3.120 -1.356 0.207
H -1.110 -1.694 -0.547 0.199
H -0.643 -1.294 -2.202 0.220
H -2.333 -1.186 -1.696 0.211
C 1.219 -2.377 1.140 -0.661
C 0.770 -0.972 1.368 -0.226
C 0.768 -0.337 2.530 -0.392
H 0.145 -0.562 0.540 0.215
H 2.073 -2.641 1.763 0.218
H 1.512 -2.506 0.099 0.227
H 0.411 -3.088 1.339 0.221
H 1.172 -0.781 3.429 0.193
H 0.393 0.670 2.625 0.205
```

The total energy comes out at -11070.725 eV. Its spin multiplicity is 1. As for the HOMO energy: -8.8955 eV. As for the SMILES: C[C@@H](N)[C@@H](C)O.C=CC. The calculation puts the relative energy (zero: lowest compared OMol25 entry of this formula, charge and spin) at 55.7 kcal per mole.

---

4.
Below is C7H17NO2 in the gas phase, with properties calculated with ωB97M-V/def2-TZVPD.

Geometry as XYZ:
```
27
Properties=species:S:1:pos:R:3:nbo_charge:R:1
C 2.769 2.396 -0.643 -0.605
C 1.581 1.462 -0.296 -0.413
C 1.071 0.793 -1.606 -0.214
N 0.514 -0.532 -1.325 -0.651
C -0.766 -0.513 -0.635 0.238
C -0.582 -1.095 0.802 -0.109
O -1.440 -2.209 0.988 -0.556
C -0.974 -3.019 2.060 -0.250
O -1.384 0.749 -0.662 -0.544
C -2.554 0.761 0.127 -0.262
H 3.244 2.785 0.262 0.209
H 3.502 1.840 -1.239 0.197
H 2.381 3.223 -1.250 0.204
H 1.805 0.720 0.475 0.203
H 0.752 2.084 0.074 0.205
H 0.422 1.452 -2.197 0.185
H 1.971 0.620 -2.220 0.185
H 0.502 -1.130 -2.132 0.373
H -1.430 -1.227 -1.157 0.167
H 0.454 -1.464 0.863 0.186
H -0.681 -0.331 1.594 0.168
H -0.456 -3.911 1.679 0.175
H -1.826 -3.352 2.661 0.187
H -0.267 -2.445 2.672 0.173
H -2.298 1.109 1.141 0.170
H -3.020 -0.227 0.239 0.187
H -3.290 1.464 -0.276 0.193
```

The total energy comes out at -13118.045 eV. Its spin multiplicity is 1. As for the HOMO energy: -8.6513 eV. As for the SMILES: CCCN[C@@H](COC)OC. The calculation puts the relative energy (zero: lowest compared OMol25 entry of this formula, charge and spin) at 62.2 kcal per mole.

---

| no. | maximum force (Eh/bohr) |
| --- | --- |
| 1 | 0.080 |
| 2 | 0.100 |
| 3 | 0.050 |
| 4 | 0.029 |